This record from the OMol25 dataset describes a cluster of 2 separate species, C3H7NO2 in total in a non-equilibrium geometry. The level of theory is the ωB97M-V functional and the def2-TZVPD basis.

SMILES	CC=O.NC=O
strongest force on any atom	6.18	eV/Å
E_LUMO	1.00	eV
energy relative to the best compared isomer or geometry (same formula, charge and spin)	2.2125	eV
HOMO energy	-9.8	eV

```
! wB97M-V def2-TZVPD RIJCOSX def2/J DEFGRID3
* xyz 0 1
O -0.4214 1.4072 -1.3284
O -0.3183 -1.5198 0.0916
N -2.0901 0.5703 -0.0707
C 0.7817 -1.2992 -0.3469
C 1.7851 -0.6444 0.5211
C -1.2580 1.6927 -0.3632
H -2.6912 0.6536 0.8189
H -1.4858 2.6227 0.2349
H -1.6448 -0.2868 -0.3976
H 1.3331 0.0756 1.1078
H 2.4440 -0.0864 -0.1298
H 2.4142 -1.3309 1.1034
H 1.1516 -1.8547 -1.2412
*
```